# 1
# C83H86N3O3PS2Sb2W

A structure of composition C83H86N3O3PS2Sb2W at a distorted geometry (the ωB97M-V functional and the def2-TZVPD basis, the Open Molecules 2025 dataset).

Output
LUMO level (alpha / beta) (Ha): -0.39280 / -0.39282
HOMO level (alpha / beta) (hartree): -0.556 / -0.556
Charge: +4
Orbital gap (alpha / beta) (hartree): 0.1634 / 0.1634

Each line ends with the Löwdin charge.
Cartesian coordinates (Å):
1 W -0.266 -0.161 -0.327  1.46
2 C -2.234 -5.619 3.660  -0.01
3 C -2.575 -4.267 4.313  -0.54
4 C -1.887 -4.177 5.678  -0.03
5 C -4.098 -4.180 4.496  -0.03
6 C -2.089 -3.194 3.375  -0.11
7 C -0.855 -2.526 3.514  0.03
8 C -0.424 -1.649 2.552  -0.12
9 N -1.137 -1.292 1.449  -0.04
10 C -2.421 -1.810 1.408  -0.20
11 C -2.857 -2.788 2.300  0.06
12 C -3.353 -1.088 0.572  -0.23
13 C -4.730 -1.322 0.569  0.05
14 C -5.626 -0.370 0.103  -0.12
15 C -5.056 0.867 -0.243  0.05
16 C -3.691 1.000 -0.306  -0.17
17 N -2.805 0.023 -0.024  -0.04
18 C -7.107 -0.634 0.080  -0.55
19 C -7.879 0.464 -0.657  -0.04
20 C -7.591 -0.691 1.542  -0.01
21 C -7.384 -1.983 -0.600  -0.02
22 H -2.559 -6.418 4.319  0.11
23 H -1.165 -5.723 3.488  0.09
24 H -2.743 -5.729 2.706  0.07
25 H -2.329 -4.900 6.357  0.10
26 H -2.014 -3.188 6.114  0.10
27 H -0.826 -4.406 5.606  0.08
28 H -4.405 -4.857 5.287  0.10
29 H -4.628 -4.480 3.596  0.08
30 H -4.401 -3.173 4.774  0.10
31 H -0.230 -2.700 4.373  0.12
32 H 0.554 -1.182 2.645  0.10
33 H -3.843 -3.195 2.173  0.12
34 H -5.110 -2.242 0.976  0.12
35 H -5.670 1.719 -0.472  0.12
36 H -3.267 1.967 -0.555  0.06
37 H -7.864 1.404 -0.111  0.09
38 H -8.919 0.166 -0.752  0.10
39 H -7.486 0.626 -1.658  0.09
40 H -7.350 0.228 2.070  0.10
41 H -7.148 -1.527 2.077  0.09
42 H -8.669 -0.816 1.550  0.10
43 H -7.038 -1.976 -1.631  0.09
44 H -8.453 -2.172 -0.601  0.10
45 H -6.908 -2.809 -0.080  0.08
46 C 6.749 -0.470 5.034  -0.02
47 C 5.731 -0.254 3.971  -0.25
48 C 6.104 -0.101 2.636  -0.01
49 C 5.156 0.136 1.659  -0.08
50 C 3.814 0.220 2.009  -0.39
51 C 3.418 0.054 3.326  -0.05
52 C 4.374 -0.192 4.292  -0.01
53 S 2.704 0.719 0.691  1.12
54 O 1.326 0.076 1.056  -0.67
55 C 2.998 2.454 1.166  -0.30
56 C 4.006 2.886 0.305  -0.11
57 C 4.906 3.878 0.644  0.03
58 C 4.991 4.307 1.985  -0.15
59 C 6.060 5.091 2.465  0.01
60 C 6.206 5.330 3.814  -0.03
61 C 5.306 4.762 4.715  -0.02
62 C 4.210 4.047 4.261  -0.03
63 C 3.990 3.870 2.892  -0.12
64 C 2.794 3.212 2.375  -0.10
65 C 1.560 3.476 2.988  -0.11
66 C 1.358 4.590 3.899  -0.11
67 C 2.029 5.808 3.753  -0.02
68 C 1.782 6.861 4.611  -0.02
69 C 0.876 6.721 5.662  -0.03
70 C 0.150 5.559 5.787  0.00
71 C 0.330 4.496 4.878  -0.14
72 C -0.556 3.392 4.844  0.03
73 C -0.608 2.604 3.711  -0.07
74 C 0.378 2.707 2.737  -0.30
75 S 0.074 2.560 1.000  1.14
76 O -0.824 1.308 0.769  -0.69
77 C -1.175 3.864 1.003  -0.36
78 C -2.507 3.556 1.238  -0.09
79 C -3.478 4.527 1.070  -0.01
80 C -3.137 5.830 0.709  -0.24
81 C -4.184 6.852 0.447  -0.02
82 C -1.783 6.143 0.572  0.00
83 C -0.805 5.173 0.707  -0.07
84 H 7.746 -0.567 4.617  0.09
85 H 6.525 -1.370 5.604  0.09
86 H 6.744 0.364 5.735  0.10
87 H 7.146 -0.168 2.365  0.13
88 H 5.456 0.267 0.631  0.12
89 H 2.372 0.129 3.590  0.11
90 H 4.073 -0.328 5.320  0.13
91 H 4.107 2.393 -0.654  0.11
92 H 5.634 4.218 -0.074  0.13
93 H 6.770 5.495 1.760  0.13
94 H 7.028 5.928 4.178  0.12
95 H 5.465 4.888 5.776  0.12
96 H 3.530 3.608 4.976  0.13
97 H 2.724 5.940 2.936  0.13
98 H 2.304 7.796 4.473  0.12
99 H 0.732 7.531 6.359  0.12
100 H -0.591 5.454 6.564  0.12
101 H -1.292 3.282 5.624  0.13
102 H -1.433 1.925 3.552  0.12
103 H -2.780 2.564 1.563  0.10
104 H -4.516 4.273 1.232  0.12
105 H -5.149 6.553 0.845  0.09
106 H -4.284 6.983 -0.630  0.10
107 H -3.914 7.819 0.866  0.10
108 H -1.495 7.160 0.346  0.13
109 H 0.239 5.427 0.593  0.13
110 C -0.491 3.645 -2.459  -0.20
111 Sb -1.188 1.595 -2.325  1.48
112 C -3.162 2.200 -3.057  -0.21
113 C -0.435 1.242 -4.397  -0.22
114 C -1.582 0.918 -5.278  -0.33
115 C -2.110 1.886 -6.126  -0.05
116 C -3.226 1.622 -6.899  -0.04
117 C -3.860 0.393 -6.807  -0.04
118 C -3.340 -0.582 -5.977  -0.02
119 C -2.193 -0.344 -5.222  -0.28
120 C -1.540 -1.474 -4.522  -0.23
121 Sb -1.633 -1.834 -2.291  1.43
122 C -0.734 -3.731 -2.888  -0.22
123 C -3.692 -2.551 -2.382  -0.23
124 H -0.540 4.154 -1.501  -0.02
125 H -1.148 4.154 -3.160  0.04
126 H 0.535 3.692 -2.831  0.03
127 H -3.061 2.505 -4.092  0.02
128 H -3.503 3.057 -2.480  0.03
129 H -3.906 1.407 -3.010  0.02
130 H 0.323 0.455 -4.379  0.05
131 H 0.023 2.188 -4.698  0.08
132 H -1.632 2.852 -6.184  0.13
133 H -3.607 2.378 -7.564  0.12
134 H -4.731 0.188 -7.405  0.12
135 H -3.807 -1.554 -5.937  0.12
136 H -0.464 -1.471 -4.726  0.07
137 H -1.962 -2.421 -4.869  0.08
138 H -1.540 -4.378 -3.225  0.04
139 H -0.185 -4.240 -2.105  -0.01
140 H -0.067 -3.546 -3.729  0.03
141 H -3.754 -3.300 -3.162  0.03
142 H -4.361 -1.732 -2.632  0.02
143 H -4.001 -2.992 -1.439  0.00
144 O 1.168 1.492 -1.004  -0.59
145 N 0.837 -0.816 -1.774  -0.36
146 C 1.874 -1.132 -2.434  -0.18
147 C 2.612 -2.364 -2.268  -0.23
148 C 3.635 -2.621 -3.188  0.00
149 C 4.294 -3.832 -3.188  -0.02
150 C 3.907 -4.802 -2.275  0.00
151 C 2.910 -4.548 -1.343  -0.04
152 C 2.254 -3.323 -1.298  -0.28
153 P 1.103 -2.864 0.112  1.14
154 C 0.196 -4.463 0.421  -0.34
155 C -1.170 -4.530 0.147  -0.16
156 C -1.867 -5.722 0.239  -0.08
157 C -1.211 -6.883 0.614  -0.05
158 C 0.134 -6.824 0.938  -0.03
159 C 0.828 -5.628 0.861  -0.09
160 C 2.402 -3.043 1.418  -0.35
161 C 3.725 -2.716 1.129  -0.10
162 C 4.732 -3.014 2.031  -0.06
163 C 4.430 -3.576 3.258  -0.04
164 C 3.112 -3.850 3.578  -0.04
165 C 2.106 -3.598 2.662  -0.12
166 H 1.883 1.605 -1.650  0.04
167 H 2.230 -0.488 -3.254  0.14
168 H 3.894 -1.866 -3.915  0.12
169 H 5.077 -4.030 -3.902  0.13
170 H 4.388 -5.766 -2.286  0.13
171 H 2.657 -5.339 -0.659  0.10
172 H -1.715 -3.632 -0.148  0.04
173 H -2.919 -5.748 0.004  0.12
174 H -1.742 -7.820 0.672  0.13
175 H 0.656 -7.714 1.248  0.13
176 H 1.861 -5.612 1.174  0.11
177 H 3.978 -2.267 0.178  0.11
178 H 5.756 -2.829 1.754  0.12
179 H 5.219 -3.813 3.953  0.12
180 H 2.870 -4.304 4.526  0.12
181 H 1.092 -3.884 2.898  0.08


# 2
# C84H147N21

A cluster of 21 separate species, C84H147N21 in total at a distorted geometry (the ωB97M-V functional and the def2-TZVPD basis, the Open Molecules 2025 dataset).

Output
Energy relative to the best compared isomer or geometry (same formula, charge and spin) (kcal/mol): 59.65
LUMO level (Ha): 0.00144
HOMO level (hartree): -0.410
Orbital gap (hartree): 0.4115

Each line ends with the Löwdin charge.
Cartesian coordinates (Å):
1 C 0.034 1.996 -5.973  -0.12
2 C -0.176 2.982 -7.080  -0.28
3 C -1.185 2.501 -8.127  -0.19
4 C -2.546 2.131 -7.615  -0.20
5 N -3.597 1.901 -7.218  0.15
6 H -0.868 1.784 -5.415  0.06
7 H 0.740 2.419 -5.219  0.09
8 H 0.454 1.079 -6.343  0.06
9 H 0.721 3.277 -7.612  0.10
10 H -0.631 3.971 -6.724  0.10
11 H -0.862 1.646 -8.722  0.11
12 H -1.340 3.296 -8.899  0.13
13 C 2.558 -5.788 7.716  -0.11
14 C 2.931 -5.300 6.311  -0.26
15 C 2.131 -6.082 5.227  -0.18
16 C 0.678 -6.206 5.625  -0.20
17 N -0.404 -6.205 6.006  0.16
18 H 3.057 -5.212 8.421  0.04
19 H 2.803 -6.857 7.827  0.08
20 H 1.419 -5.638 7.950  0.08
21 H 3.965 -5.498 6.066  0.08
22 H 2.754 -4.193 6.188  0.09
23 H 2.609 -7.064 5.257  0.11
24 H 2.309 -5.622 4.261  0.07
25 C -2.346 4.492 5.639  -0.09
26 C -1.796 3.405 4.731  -0.25
27 C -2.308 2.057 5.178  -0.20
28 C -1.826 0.946 4.400  -0.22
29 N -1.368 0.110 3.760  0.21
30 H -2.046 4.488 6.656  0.07
31 H -3.446 4.430 5.589  0.08
32 H -2.095 5.455 5.163  0.08
33 H -0.715 3.491 4.862  0.08
34 H -2.113 3.583 3.698  0.09
35 H -3.417 2.041 5.137  0.11
36 H -2.098 1.780 6.270  0.15
37 C 1.834 7.741 3.455  -0.09
38 C 2.375 7.571 2.021  -0.27
39 C 3.790 8.047 1.852  -0.19
40 C 4.754 7.645 2.918  -0.22
41 N 5.569 7.296 3.642  0.14
42 H 2.466 7.336 4.226  0.06
43 H 0.799 7.444 3.423  0.06
44 H 1.800 8.791 3.665  0.07
45 H 1.708 8.164 1.400  0.11
46 H 2.295 6.563 1.807  0.06
47 H 3.704 9.122 1.835  0.11
48 H 4.184 7.717 0.847  0.13
49 C 0.655 -4.223 -0.935  -0.12
50 C 0.359 -5.596 -1.549  -0.22
51 C 1.235 -6.666 -0.846  -0.16
52 C 1.177 -6.638 0.626  -0.19
53 N 1.147 -6.621 1.796  0.18
54 H 1.735 -3.890 -1.015  0.06
55 H 0.311 -4.203 0.109  0.05
56 H -0.035 -3.466 -1.506  0.08
57 H 0.628 -5.482 -2.593  0.09
58 H -0.665 -5.888 -1.498  0.09
59 H 2.244 -6.423 -1.096  0.10
60 H 1.006 -7.670 -1.224  0.13
61 C -0.858 6.235 0.069  -0.09
62 C -1.406 5.495 1.345  -0.24
63 C -2.810 6.015 1.824  -0.19
64 C -2.786 7.369 2.388  -0.23
65 N -2.663 8.381 2.964  0.13
66 H -0.538 7.278 0.209  0.06
67 H -1.597 6.253 -0.740  0.06
68 H -0.001 5.627 -0.259  0.05
69 H -0.605 5.552 2.124  0.10
70 H -1.374 4.378 1.220  0.05
71 H -3.230 5.386 2.599  0.07
72 H -3.448 5.978 0.917  0.10
73 C -6.415 -0.049 -3.365  -0.10
74 C -6.749 -0.490 -4.793  -0.26
75 C -5.496 -0.680 -5.659  -0.18
76 C -4.776 -1.847 -5.138  -0.21
77 N -4.327 -2.765 -4.610  0.19
78 H -5.879 -0.845 -2.856  0.05
79 H -7.406 0.199 -2.915  0.08
80 H -5.827 0.919 -3.264  0.08
81 H -7.324 0.274 -5.276  0.10
82 H -7.323 -1.413 -4.830  0.11
83 H -4.840 0.226 -5.618  0.09
84 H -5.728 -0.882 -6.751  0.14
85 C -8.292 5.074 2.119  -0.09
86 C -6.777 5.169 1.695  -0.26
87 C -6.465 4.838 0.247  -0.21
88 C -6.806 3.509 -0.110  -0.30
89 N -7.148 2.461 -0.322  0.18
90 H -8.324 5.352 3.162  0.05
91 H -8.682 4.032 2.063  0.08
92 H -8.962 5.774 1.550  0.09
93 H -6.070 4.644 2.340  0.07
94 H -6.471 6.190 1.866  0.10
95 H -5.391 5.047 0.065  0.09
96 H -7.127 5.510 -0.414  0.16
97 C 0.116 -3.125 8.252  -0.08
98 C -1.026 -2.446 7.419  -0.20
99 C -0.872 -2.731 5.909  -0.19
100 C 0.465 -2.561 5.310  -0.21
101 N 1.488 -2.510 4.783  0.17
102 H 1.073 -2.735 7.984  0.06
103 H 0.048 -4.142 8.020  0.02
104 H 0.075 -3.009 9.318  0.07
105 H -1.116 -1.404 7.755  0.10
106 H -2.009 -2.930 7.565  0.11
107 H -1.577 -2.162 5.325  0.09
108 H -1.087 -3.734 5.701  0.06
109 C -3.121 3.087 -1.543  -0.10
110 C -4.266 3.717 -2.363  -0.23
111 C -4.105 3.572 -3.910  -0.19
112 C -2.973 4.296 -4.447  -0.22
113 N -1.980 4.743 -4.844  0.16
114 H -2.938 2.037 -1.838  0.04
115 H -3.439 3.041 -0.522  0.02
116 H -2.281 3.751 -1.468  0.05
117 H -4.318 4.793 -2.117  0.11
118 H -5.200 3.221 -2.136  0.07
119 H -5.037 3.922 -4.388  0.13
120 H -3.879 2.557 -4.171  0.08
121 C -1.439 -1.794 -6.484  -0.08
122 C -0.644 -1.804 -5.153  -0.25
123 C -1.451 -2.101 -3.929  -0.23
124 C -2.238 -0.983 -3.451  -0.23
125 N -2.789 -0.077 -2.943  0.19
126 H -2.419 -1.236 -6.459  0.07
127 H -1.683 -2.816 -6.703  0.06
128 H -0.827 -1.509 -7.376  0.08
129 H -0.101 -0.831 -4.950  0.11
130 H 0.172 -2.527 -5.140  0.08
131 H -0.793 -2.293 -3.041  0.10
132 H -2.052 -3.029 -4.053  0.10
133 C -3.756 -6.453 -0.833  -0.09
134 C -3.976 -5.608 -2.104  -0.27
135 C -4.674 -4.334 -1.793  -0.21
136 C -3.708 -3.487 -1.094  -0.21
137 N -2.867 -2.871 -0.640  0.21
138 H -3.410 -7.431 -1.049  0.06
139 H -4.735 -6.522 -0.334  0.07
140 H -3.081 -5.961 -0.152  0.04
141 H -4.761 -6.121 -2.639  0.11
142 H -3.108 -5.443 -2.739  0.11
143 H -5.661 -4.465 -1.237  0.16
144 H -4.888 -3.846 -2.747  0.07
145 C 2.708 4.380 -1.140  -0.09
146 C 4.134 4.938 -1.281  -0.24
147 C 4.955 4.197 -2.410  -0.17
148 C 5.132 2.776 -2.046  -0.23
149 N 5.166 1.665 -1.711  0.15
150 H 2.763 3.327 -1.073  0.04
151 H 2.121 4.721 -1.987  0.08
152 H 2.287 4.816 -0.151  0.09
153 H 4.768 4.857 -0.412  0.10
154 H 4.189 6.003 -1.575  0.11
155 H 5.894 4.727 -2.522  0.11
156 H 4.419 4.125 -3.332  0.10
157 C -5.391 -0.129 3.960  -0.09
158 C -5.395 -0.384 2.434  -0.22
159 C -4.232 0.287 1.746  -0.20
160 C -4.263 1.727 1.885  -0.21
161 N -4.321 2.853 1.983  0.22
162 H -6.207 -0.541 4.508  0.06
163 H -5.334 0.935 4.243  0.07
164 H -4.526 -0.608 4.456  0.07
165 H -6.286 0.059 2.021  0.10
166 H -5.346 -1.482 2.173  0.12
167 H -4.204 -0.012 0.726  0.11
168 H -3.210 -0.016 2.065  0.07
169 C -3.130 -3.435 2.727  -0.10
170 C -1.905 -4.340 2.620  -0.23
171 C -2.188 -5.779 3.055  -0.19
172 C -3.461 -6.245 2.591  -0.26
173 N -4.574 -6.511 2.441  0.16
174 H -3.562 -3.711 3.650  0.07
175 H -3.794 -3.668 1.941  0.04
176 H -2.776 -2.393 2.717  0.06
177 H -1.205 -4.009 3.403  0.09
178 H -1.432 -4.326 1.670  0.07
179 H -2.200 -5.920 4.135  0.10
180 H -1.440 -6.434 2.591  0.10
181 C 6.532 -1.907 -1.949  -0.11
182 C 7.807 -1.793 -1.193  -0.29
183 C 8.774 -0.714 -1.616  -0.17
184 C 9.370 -1.023 -2.949  -0.19
185 N 9.714 -1.365 -3.981  0.16
186 H 6.630 -2.387 -2.948  0.08
187 H 6.132 -0.914 -2.036  0.05
188 H 5.830 -2.447 -1.338  0.05
189 H 8.320 -2.764 -1.074  0.13
190 H 7.562 -1.544 -0.153  0.11
191 H 9.586 -0.634 -0.880  0.13
192 H 8.266 0.208 -1.674  0.09
193 C 2.077 3.634 4.731  -0.12
194 C 1.655 2.631 3.656  -0.22
195 C 1.661 1.132 4.282  -0.17
196 C 1.028 1.058 5.597  -0.26
197 N 0.554 1.041 6.648  0.17
198 H 2.866 3.292 5.443  0.09
199 H 1.281 3.782 5.535  0.08
200 H 2.374 4.638 4.345  0.07
201 H 2.425 2.520 2.846  0.11
202 H 0.709 2.880 3.143  0.08
203 H 2.716 0.886 4.412  0.11
204 H 1.285 0.403 3.584  0.06
205 C 1.394 -0.594 -0.605  -0.07
206 C 0.471 -0.965 0.607  -0.24
207 C -0.886 -0.419 0.431  -0.20
208 C -0.927 1.102 0.619  -0.18
209 N -0.916 2.225 0.709  0.19
210 H 1.021 0.332 -1.106  0.08
211 H 1.251 -1.328 -1.392  0.04
212 H 2.457 -0.462 -0.412  0.06
213 H 0.860 -0.553 1.516  0.08
214 H 0.428 -2.058 0.629  0.08
215 H -1.584 -0.853 1.135  0.06
216 H -1.229 -0.659 -0.573  0.08
217 C 6.054 1.322 -5.980  -0.10
218 C 7.228 0.516 -5.394  -0.28
219 C 8.205 -0.053 -6.463  -0.20
220 C 8.741 0.962 -7.399  -0.24
221 N 9.055 1.837 -8.078  0.13
222 H 5.567 1.794 -5.082  0.06
223 H 5.350 0.621 -6.486  0.08
224 H 6.475 2.106 -6.617  0.06
225 H 6.863 -0.340 -4.864  0.07
226 H 7.817 1.160 -4.661  0.12
227 H 7.624 -0.786 -7.107  0.14
228 H 9.075 -0.506 -5.999  0.06
229 C 3.837 -2.344 -4.565  -0.08
230 C 3.038 -3.281 -3.640  -0.26
231 C 3.101 -4.699 -4.120  -0.21
232 C 2.283 -4.916 -5.305  -0.23
233 N 1.711 -4.796 -6.312  0.16
234 H 3.775 -1.295 -4.355  0.07
235 H 3.559 -2.537 -5.609  0.08
236 H 4.849 -2.632 -4.386  0.04
237 H 1.981 -2.943 -3.538  0.10
238 H 3.422 -3.250 -2.603  0.09
239 H 2.734 -5.376 -3.353  0.09
240 H 4.102 -5.095 -4.389  0.14
241 C 3.524 -3.594 1.058  -0.10
242 C 4.746 -2.826 1.624  -0.24
243 C 4.999 -2.961 3.150  -0.17
244 C 5.248 -4.362 3.529  -0.23
245 N 5.257 -5.475 3.715  0.17
246 H 2.569 -3.143 1.460  0.09
247 H 3.524 -4.650 1.329  0.06
248 H 3.465 -3.566 -0.053  0.04
249 H 4.662 -1.806 1.374  0.08
250 H 5.716 -3.126 1.067  0.12
251 H 4.121 -2.665 3.760  0.10
252 H 5.786 -2.284 3.449  0.11